Model one:
C2H4N3 | ωB97M-V/def2-TZVPD

Its HOMO-LUMO gap (spin up / spin down) is 9.57 / 9.57 eV. As for the net charge: +1. The value obtained for the molar mass is 70.1 g mol⁻¹. The HOMO energy (spin up / spin down) is -0.5926 / -0.5926 Ha. For the LUMO energy (spin up / spin down), the calculation gives -0.2409 / -0.2409 Eh.

Element x y z (Å)
C  -1.6594  -0.1715  -0.0561
C  1.4520  0.5177  -0.4047
N  -2.7944  -0.0169  0.0346
N  0.7534  -0.8425  -0.5234
N  1.4605  -0.6269  0.4496
H  2.2550  0.5694  -1.0875
H  1.0365  1.4438  -0.1142
H  -3.8166  0.0611  0.2633
H  1.3131  -0.9342  1.4386

The net atomic charges from natural (NBO), expressed in e, are:
1. C 0.26
2. C -0.08
3. N -0.65
4. N 0.22
5. N -0.19
6. H 0.23
7. H 0.25
8. H 0.49
9. H 0.47



Model two:
C2H4N3 | ωB97M-V/def2-TZVPD

Its HOMO-LUMO gap is 9.73 eV. As for the net charge: +1. The value obtained for the molar mass is 70.1 g mol⁻¹. The HOMO energy is -0.5758 Ha. For the LUMO energy, the calculation gives -0.2183 Eh.

Element x y z (Å)
C  -0.1075  0.0547  -0.0458
C  2.0814  -0.1960  0.0023
N  0.9448  0.8866  -0.0045
N  1.0019  -1.1189  -0.0847
N  -1.5263  0.1993  0.0064
H  0.9944  1.7966  0.3481
H  0.9290  -2.1097  -0.0078
H  -2.2247  -0.6067  -0.0944
H  -2.0931  1.0941  -0.1197

The net atomic charges from natural (NBO), expressed in e, are:
1. C 0.74
2. C 0.47
3. N -0.64
4. N -0.64
5. N -0.76
6. H 0.44
7. H 0.45
8. H 0.47
9. H 0.47



The structure with the least stability is model one.



Model one:
C5H12NOS | ωB97M-V/def2-TZVPD

Its HOMO-LUMO gap is 6.89 eV. As for the net charge: -1. The value obtained for the molar mass is 134.2 g mol⁻¹. The HOMO energy is -0.1088 Ha. For the LUMO energy, the calculation gives 0.1445 Eh.

Element x y z (Å)
C  1.2855  -1.9169  1.1277
C  2.3030  -0.8113  0.9697
C  1.9521  0.4985  1.7702
S  0.3561  1.1855  1.2582
H  1.0760  -2.1206  2.1817
H  1.5658  -2.8548  0.6346
H  0.3247  -1.6253  0.6971
H  3.3007  -1.1943  1.2314
H  2.4000  -0.4996  -0.0761
H  2.7739  1.1430  1.4445
H  2.0846  0.2343  2.8250
C  -0.5985  0.6862  -2.3150
C  -1.7463  -0.0574  -1.6842
N  -2.2548  0.4623  -0.5352
O  -2.2049  -1.0674  -2.2061
H  -0.9402  1.4592  -3.0010
H  0.0104  -0.0664  -2.8184
H  0.0595  1.1339  -1.5666
H  -2.9307  -0.1461  -0.1129
H  -1.6004  0.8524  0.1623

The net atomic charges from natural (NBO), expressed in e, are:
1. C -0.62
2. C -0.40
3. C -0.51
4. S -0.72
5. H 0.19
6. H 0.18
7. H 0.23
8. H 0.16
9. H 0.19
10. H 0.18
11. H 0.17
12. C -0.73
13. C 0.69
14. N -0.84
15. O -0.66
16. H 0.22
17. H 0.22
18. H 0.27
19. H 0.37
20. H 0.43



Model two:
C5H12NOS | ωB97M-V/def2-TZVPD

Its HOMO-LUMO gap is 4.87 eV. As for the net charge: -1. The value obtained for the molar mass is 134.2 g mol⁻¹. The SMILES is [O-]CCNCCCS. The HOMO energy is -0.0816 Ha. For the LUMO energy, the calculation gives 0.0975 Eh.

Element x y z (Å)
O  -0.5065  2.7808  -3.4989
C  0.1526  2.1252  -2.6345
C  -0.7003  0.8879  -1.7393
N  0.0904  0.3832  -0.5585
C  -0.5088  -0.8039  0.1770
C  0.5825  -1.5909  1.0069
C  0.7779  -0.9293  2.3338
S  -0.7381  -1.0330  3.4458
H  0.5117  2.9197  -1.8800
H  0.9281  1.5418  -3.0604
H  -0.6274  0.0892  -2.5361
H  -1.7400  1.1422  -1.6830
H  0.2661  1.2636  -0.0543
H  -1.4272  -0.4358  0.7900
H  -0.9725  -1.3762  -0.6463
H  1.5649  -1.2668  0.3502
H  0.2914  -2.6121  1.2005
H  1.6843  -1.1615  2.8770
H  0.8755  0.2160  2.2060
H  -0.5047  -2.1402  3.9041

The net atomic charges from natural (NBO), expressed in e, are:
1. O -0.91
2. C 0.06
3. C -0.33
4. N -0.68
5. C -0.23
6. C -0.46
7. C -0.48
8. S -0.07
9. H 0.03
10. H 0.08
11. H 0.15
12. H 0.15
13. H 0.35
14. H 0.17
15. H 0.20
16. H 0.25
17. H 0.21
18. H 0.21
19. H 0.22
20. H 0.08



The structure with the least stability is model two.



Model one:
C5H12NOS | ωB97M-V/def2-TZVPD

Its HOMO-LUMO gap is 5.58 eV. As for the net charge: -1. The value obtained for the molar mass is 134.2 g mol⁻¹. The SMILES is [O-]CCNCCCS. The HOMO energy is -0.0986 Ha. For the LUMO energy, the calculation gives 0.1065 Eh.

Element x y z (Å)
O  1.5539  2.6709  -0.5364
C  0.2291  2.5895  -0.4434
C  -0.3904  1.2316  -1.0311
N  0.6627  0.2363  -1.0671
C  1.0109  -0.4823  0.1760
C  -0.1132  -0.7856  1.1285
C  -1.0605  -1.7626  0.5307
S  -0.7319  -3.5337  0.9763
H  -0.2584  3.4076  -1.0744
H  -0.1749  2.6780  0.5957
H  -0.8543  1.3307  -2.0188
H  -1.2422  1.0512  -0.3589
H  1.4920  0.8150  -1.2223
H  1.5032  -1.4133  -0.1396
H  1.7404  0.1727  0.6715
H  -0.5549  0.2079  1.3106
H  0.2257  -1.1219  2.1108
H  -2.1192  -1.8236  0.8338
H  -1.1652  -1.6424  -0.5478
H  0.2473  -3.8259  0.1060

The net atomic charges from natural (NBO), expressed in e, are:
1. O -0.95
2. C -0.02
3. C -0.27
4. N -0.69
5. C -0.22
6. C -0.46
7. C -0.49
8. S -0.11
9. H 0.07
10. H 0.06
11. H 0.16
12. H 0.15
13. H 0.41
14. H 0.16
15. H 0.20
16. H 0.23
17. H 0.21
18. H 0.21
19. H 0.24
20. H 0.12



Model two:
C5H12NOS | ωB97M-V/def2-TZVPD

Its HOMO-LUMO gap is 4.83 eV. As for the net charge: -1. The value obtained for the molar mass is 134.2 g mol⁻¹. The HOMO energy is -0.0856 Ha. For the LUMO energy, the calculation gives 0.0917 Eh.

Element x y z (Å)
C  1.9156  0.0573  -1.8600
C  2.3070  1.2094  -1.0408
O  1.4491  2.1797  -0.6102
C  0.4977  -0.1633  -1.9915
N  -0.6399  0.5421  -0.7182
C  -0.5639  -0.0628  0.6353
C  -1.6581  -1.0727  0.8771
S  -1.8796  -1.6805  2.5917
H  2.6548  -0.7894  -1.8890
H  2.4652  3.0872  -3.0318
H  1.9398  2.5947  -3.2081
H  1.6600  1.0825  0.0119
H  3.3694  1.4262  -0.6668
H  0.0545  -1.1348  -1.8993
H  -0.1018  0.3848  -2.7517
H  0.0364  1.3819  -0.6641
H  0.5638  -0.3997  0.9003
H  -0.7217  0.8259  1.3120
H  -1.3928  -1.9694  0.2469
H  -2.5572  -0.6413  0.3611

The net atomic charges from natural (NBO), expressed in e, are:
1. C -0.24
2. C -0.08
3. O -0.66
4. C -0.38
5. N -0.60
6. C -0.25
7. C -0.54
8. S -0.71
9. H 0.22
10. H -0.01
11. H 0.01
12. H 0.54
13. H 0.19
14. H 0.23
15. H 0.23
16. H 0.37
17. H 0.14
18. H 0.19
19. H 0.17
20. H 0.19



The structure with the least stability is model two.



Model one:
C6H9NO2S | ωB97M-V/def2-TZVPD

Its HOMO-LUMO gap is 5.89 eV. As for the net charge: 0. The value obtained for the molar mass is 159.2 g mol⁻¹. The HOMO energy is -0.2337 Ha. For the LUMO energy, the calculation gives -0.0174 Eh.

Element x y z (Å)
C  -2.6306  0.4412  0.2253
C  -0.5621  2.5004  -0.1080
C  1.6543  3.1890  0.1685
C  -1.3517  0.2184  0.2299
C  -0.5595  -1.9339  -0.9540
C  -0.9504  -1.3229  0.4636
N  -0.3123  1.1601  0.1663
O  0.3583  3.3719  -0.0228
O  0.1416  -1.4876  1.3034
S  -4.1652  0.5126  0.0410
H  -1.4597  2.9520  -0.0980
H  2.2527  4.1019  0.1496
H  2.2552  2.2887  0.1135
H  -0.1801  -3.0314  -0.9888
H  0.1220  -1.1975  -1.5037
H  -1.4988  -1.8747  -1.4227
H  -1.7795  -1.8520  0.9322
H  0.6822  0.9948  0.1017
H  -0.1953  -1.7748  2.1247

The net atomic charges from natural (NBO), expressed in e, are:
1. C -0.14
2. C 0.27
3. C -0.39
4. C -0.04
5. C -0.63
6. C 0.13
7. N -0.61
8. O -0.31
9. O -0.70
10. S 0.17
11. H 0.17
12. H 0.17
13. H 0.16
14. H 0.23
15. H 0.22
16. H 0.21
17. H 0.18
18. H 0.43
19. H 0.48



Model two:
C6H9NO2S | ωB97M-V/def2-TZVPD

Its HOMO-LUMO gap (spin up / spin down) is 7.36 / 7.35 eV. As for the net charge: 0. The value obtained for the molar mass is 159.2 g mol⁻¹. The HOMO energy (spin up / spin down) is -0.2614 / -0.2613 Ha. For the LUMO energy (spin up / spin down), the calculation gives 0.0089 / 0.0089 Eh.

Element x y z (Å)
C  1.5856  2.9727  0.1648
C  -6.6820  -0.1653  0.6262
C  -0.7003  -1.2275  1.0289
C  0.7026  -0.4248  -0.8985
C  -0.0945  1.0353  0.9856
C  -0.3946  -0.0574  0.0857
N  0.5935  2.4015  0.3797
O  -6.5286  0.5049  1.5407
O  -6.8387  -0.8274  -0.2928
S  -2.0170  0.1633  -0.9347
H  2.2783  3.6742  -0.1993
H  -1.1862  -2.0324  0.4824
H  -1.3575  -0.9077  1.8346
H  0.2259  -1.5975  1.4625
H  1.6500  -0.5203  -0.3707
H  0.8104  0.3345  -1.6704
H  0.4677  -1.3735  -1.3760
H  -0.9141  1.4351  1.5654
H  -1.5731  1.2010  -1.6381

The net atomic charges from natural (NBO), expressed in e, are:
1. C 0.17
2. C 1.02
3. C -0.61
4. C -0.62
5. C -0.26
6. C -0.15
7. N -0.22
8. O -0.51
9. O -0.51
10. S -0.15
11. H 0.24
12. H 0.22
13. H 0.22
14. H 0.22
15. H 0.21
16. H 0.21
17. H 0.22
18. H 0.19
19. H 0.11



The structure with the least stability is model one.